# 1
21
Properties=species:S:1:pos:R:3:lowdin_spin:R:1 method="wB97M-V/def2-TZVPD" e_lumo_ev="-10.389 / -9.941" total_charge=+2 e_homo_ev="-16.86 / -16.86" homo_lumo_gap_ev="6.47 / 6.92" multiplicity=4 s2=3.76
O -0.3715 -3.3397 1.4009 0.01
C -0.4194 -2.0995 1.3151 0.02
O 0.5329 -1.5822 0.5594 0.03
O -1.2873 -1.4347 1.9871 0.00
C -1.5381 -0.0213 1.7430 0.00
C -1.8007 0.2733 0.3010 0.00
C -1.5035 1.4669 -0.2242 0.00
C -1.2822 1.6845 -1.6864 0.00
V 1.5255 -3.3219 0.9033 2.93
H -0.6834 0.5427 2.1368 0.00
H -2.4246 0.1751 2.3554 0.00
H -2.3893 -0.4445 -0.2785 0.00
H -1.2572 2.3108 0.4288 0.00
H -1.9223 2.5145 -2.0133 0.00
H -1.5351 0.8017 -2.2862 0.00
O 0.0114 2.1131 -2.1329 0.00
C 1.1993 1.8109 -1.6856 0.00
O 1.4667 0.6586 -1.3634 0.00
H 2.8547 2.5781 -1.1539 0.00
O 1.9250 2.8314 -1.2860 0.00
H 0.5539 -0.5655 -0.1048 0.00

# 2
16
Properties=species:S:1:pos:R:3:nbo_charge:R:1 method="wB97M-V/def2-TZVPD" e_lumo_ev=0.724 e_homo_ev=-9.91 homo_lumo_gap_ev=10.63 multiplicity=1
C 0.0000 0.0000 0.0000 -0.25
O -1.3402 -0.0463 0.5088 -0.57
C -2.2126 0.9532 -0.0650 -0.16
C -3.6180 0.8538 0.5767 0.64
N -3.7813 -0.1897 1.3832 -0.80
O -4.4681 1.7646 0.4887 -0.63
H 0.6722 -0.7461 0.4562 0.20
H 0.3923 1.0074 0.2189 0.17
H 0.0004 -0.1479 -1.0930 0.17
H -1.7646 1.9205 0.2335 0.20
H -2.1624 0.8855 -1.1688 0.20
H -3.0604 -0.9153 1.3984 0.42
H -4.6559 -0.3267 1.8959 0.41
O -8.3531 0.9329 4.2347 -0.94
H -8.9610 1.7020 4.1496 0.47
H -7.5078 1.2396 3.8351 0.47

# 3
14
Properties=species:S:1:pos:R:3:nbo_charge:R:1 method="wB97M-V/def2-TZVPD" e_lumo_ev="2.084 / 2.562" total_charge=-1 e_homo_ev="-5.53 / -5.86" homo_lumo_gap_ev="7.62 / 8.42" multiplicity=1
C 0.2562 -0.6465 -0.4564 -0.52
C -0.2167 -0.6954 0.7876 -0.13
C 0.3047 0.5501 -1.2431 0.67
C -0.6652 1.9325 0.5467 0.75
N -0.1760 1.7742 -0.6342 -0.26
O 1.3881 -2.3604 1.7094 -0.98
O 0.7153 0.6682 -2.3844 -0.60
O -1.1294 2.7180 1.3044 -0.50
O -0.6816 -3.1825 0.6509 -0.98
O -0.7475 -2.2381 2.9124 -0.99
O -0.0180 2.8790 -1.5446 -0.55
S -0.0676 -2.2977 1.6364 2.35
H 0.6538 -1.5216 -0.9643 0.25
H 0.3839 2.4202 -2.3207 0.49

# 4
17
Properties=species:S:1:pos:R:3:nbo_charge:R:1 method="wB97M-V/def2-TZVPD" e_lumo_ev=-3.158 total_charge=+1 e_homo_ev=-14.87 homo_lumo_gap_ev=11.71 multiplicity=1
C 0.4427 -2.2204 -0.2472 -0.64
C 0.8042 -0.7510 -0.3322 -0.05
C 0.4372 -0.0554 -1.6095 -0.20
N -0.2750 0.2767 -0.3516 -0.39
C -0.1064 1.5618 0.5524 -0.09
C -1.2990 2.2239 1.0934 -0.14
C -0.6842 1.3429 1.8834 -0.13
H -0.7000 -2.4436 -0.0238 0.24
H 0.9782 -2.6943 0.5183 0.24
H 0.6701 -2.7461 -1.2630 0.25
H 1.7846 -0.6579 0.2087 0.27
H 1.1066 0.7413 -1.8543 0.24
H -0.1601 -0.5379 -2.2280 0.23
H -1.2839 0.1546 -0.3584 0.44
H 0.9352 1.9526 0.2126 0.22
H -1.9796 3.0261 1.0068 0.27
H -0.6705 0.8267 2.7922 0.26

# 5
19
Properties=species:S:1:pos:R:3:nbo_charge:R:1 method="wB97M-V/def2-TZVPD" e_lumo_ev="-4.603 / -5.138" total_charge=+1 e_homo_ev="-12.87 / -12.58" homo_lumo_gap_ev="8.26 / 7.44" multiplicity=1
C 0.1598 1.5422 0.8470 0.08
C 0.9633 -0.6605 0.3582 0.23
C 0.4280 2.7751 0.2120 -0.82
C 0.3892 -1.4946 1.4459 -0.76
C -0.9707 -0.9524 -1.2603 0.09
N 0.5138 -1.0113 -0.9469 -0.65
O -1.1582 -1.9455 -2.2353 -0.67
H 0.2725 1.4684 1.9623 0.16
H 0.6628 2.5601 -0.8657 0.23
H -0.3964 3.5401 0.4006 0.31
H 1.3741 3.2138 0.5824 0.27
H 0.1848 -2.5574 0.9481 0.20
H -0.3995 -1.0642 1.9252 0.26
H 1.0955 -1.6604 2.1968 0.27
H -1.2495 -1.2807 -0.1831 0.20
H -1.3469 0.0414 -1.4623 0.22
H 1.1697 -0.5415 -1.7094 0.46
H 0.6514 -2.0352 -0.9773 0.45
H -1.6305 -1.3976 -2.8718 0.50

# 6
14
Properties=species:S:1:pos:R:3:lowdin_spin:R:1 method="wB97M-V/def2-TZVPD" e_lumo_ev="0.382 / -3.747" e_homo_ev="-5.06 / -10.03" homo_lumo_gap_ev="5.44 / 6.28" multiplicity=3 s2=2.02
C -1.4780 1.4236 -1.3853 0.03
C -0.4408 0.4395 0.6931 0.29
C -0.3617 0.6396 -0.6069 0.24
C 0.3469 -0.3919 1.6441 0.05
N -2.2380 1.9452 -2.0599 0.05
N -0.0648 -0.5917 -2.9815 0.15
O 1.1465 -1.5274 -1.0567 0.50
S 0.9734 -0.1894 -1.6604 0.62
H -1.3631 0.9554 1.1010 0.02
H -0.2223 -0.7530 2.5675 0.00
H 0.9811 0.3531 2.1126 0.02
H 0.9631 -1.1297 1.3418 0.01
H 0.3972 -0.7981 -3.8342 0.01
H -0.8115 0.0394 -3.1196 0.01

Results for relative energy (zero: lowest compared OMol25 entry of this formula, charge and spin): 0.655; 1.411; 2.995; 3.261; 8.308; 3.793 (in eV, following the order of the records).